{
  "formula": "C7H8O",
  "method": "wB97M-V/def2-TZVPD",
  "species": ["C", "C", "C", "C", "C", "C", "C", "O", "H", "H", "H", "H", "H", "H", "H", "H"],
  "positions_angstrom": [[-0.4747, -0.1009, -0.6636], [0.8759, 0.3273, -0.4668], [0.8920, 0.7901, 1.0290], [-1.0678, 0.0914, 0.8709], [-1.2742, -0.1599, -1.7177], [1.9587, 0.1362, -1.2116], [-0.9849, -0.9619, 1.6951], [1.7582, 0.3583, 1.7930], [0.5676, 1.8510, 1.0875], [-1.9943, 0.6564, 0.7953], [-0.8776, 0.0180, -2.7080], [-2.3300, -0.3585, -1.6158], [1.8955, -0.2988, -2.1996], [2.9332, 0.3868, -0.8169], [-0.0237, -1.4093, 1.9037], [-1.8540, -1.3261, 2.2253]],
  "forces_ev_per_a": [[-1.1, 2.2, 2.6], [1.1, -0.8, 1.1], [4.3, 1.2, -2.0], [-1.9, -2.2, -3.3], [0.1, -0.2, 0.2], [-0.1, 0.2, 0.3], [-0.2, 0.3, 0.4], [-1.6, 0.1, -0.2], [-0.7, -0.4, 0.6], [-0.1, -0.1, 0.4], [0.1, -0.2, -0.1], [-0.1, 0.0, 0.0], [0.0, 0.0, -0.1], [0.1, 0.1, -0.1], [0.0, -0.7, -0.5], [0.1, 0.4, 0.7]],
  "e_homo_ha": -0.3306,
  "smiles": "C=CC(=C)C(=C)C=O",
  "charge": 0,
  "lumo_ha": -0.0157,
  "e_tot_ev": -9431.095,
  "homo_lumo_gap_ha": 0.3149,
  "max_force_ev_per_a": 4.860
}